No. 1
63
Properties=species:S:1:pos:R:3:mulliken_charge:R:1 method="wB97M-V/def2-TZVPD" e_lumo_ev=-3.33 energy_ha=-1244.7836 gap_ha=0.3263 total_charge=+1
C 7.0373 -1.7718 0.6942 -1.05
C 5.8512 -1.2053 1.4405 0.69
O 5.9006 -0.8787 2.5521 -0.47
O 4.7211 -1.0804 0.6824 -0.34
C 3.5793 -1.7078 1.2780 -0.82
C 2.5298 -0.6347 1.5599 -0.49
C 1.8508 -0.1750 0.2745 -0.29
C 0.9062 1.0181 0.5583 -0.86
C -0.3118 0.4742 1.2618 0.19
C -1.0948 1.3500 2.2986 -0.95
N -2.5394 1.0435 2.0492 -0.35
C -2.4275 -0.1417 1.3184 0.32
N -3.1018 -1.2099 1.4756 -0.05
C -2.8148 -2.3816 0.6310 -0.13
C -4.0577 -3.1430 0.1830 -0.51
O -3.6308 -4.0931 -0.7987 -0.48
N -1.4267 0.0580 0.3876 0.05
H 7.1633 -2.7912 1.0393 0.27
H 6.8299 -1.7445 -0.3662 0.32
H 7.8861 -1.1532 0.9498 0.33
H 3.1853 -2.4898 0.6369 0.43
H 3.8212 -2.1589 2.2345 0.45
H 1.8385 -1.0512 2.2929 0.42
H 3.0264 0.2292 1.9901 0.29
H 2.5926 0.1696 -0.4374 0.55
H 1.2238 -0.9644 -0.1423 -0.13
H 1.3803 1.7605 1.1914 0.37
H 0.6113 1.4388 -0.4018 0.41
H -0.0825 -0.4352 1.8137 0.21
H -0.8022 2.3934 2.3239 0.14
H -0.7279 0.9608 3.2480 0.35
H -2.8625 0.8008 2.9895 0.36
H -3.7861 -1.2077 2.2227 0.28
H -2.2843 -2.1056 -0.2664 -0.13
H -2.1395 -3.0402 1.1723 0.27
H -4.5196 -3.7122 0.9883 0.35
H -4.7634 -2.4813 -0.3053 0.36
H -2.7447 -4.3631 -0.5341 0.32
H -1.6543 0.6622 -0.3911 0.28
C -1.8569 -3.8665 -4.0049 -1.35
C -2.3100 -2.5247 -3.4418 0.01
C -1.1417 -1.5718 -3.1559 -0.32
C -0.2285 -2.1566 -2.1649 0.22
N 0.4710 -2.6139 -1.3937 -0.50
H -1.2270 -4.4070 -3.2963 0.35
H -2.7182 -4.4974 -4.2210 0.38
H -1.2941 -3.7334 -4.9303 0.36
H -2.8794 -2.6968 -2.5239 -0.10
H -2.9855 -2.0459 -4.1523 0.38
H -1.5122 -0.6215 -2.7689 0.13
H -0.5810 -1.3665 -4.0682 0.48
C -0.8246 5.2486 1.2919 -1.11
C 0.2540 5.6948 0.3114 -0.34
C -0.3308 6.3562 -0.9388 -0.45
C -1.1957 5.3996 -1.6430 0.27
N -1.8460 4.6364 -2.1773 -0.44
H -1.4819 4.4976 0.8476 0.31
H -0.3673 4.8033 2.1775 0.27
H -1.4368 6.0910 1.6172 0.39
H 0.8558 4.8316 0.0173 0.20
H 0.9252 6.3962 0.8090 0.33
H 0.4650 6.6721 -1.6127 0.30
H -0.9161 7.2370 -0.6734 0.29

---

No. 2
14
Properties=species:S:1:pos:R:3:mulliken_charge:R:1 method="wB97M-V/def2-TZVPD" e_above_lowest_kcal_mol=11.6 e_lumo_ev=6.06 energy_ha=-667.6968 gap_ha=0.2167 total_charge=-2
C -0.0070 -0.8525 -0.3298 -0.47
O -0.9779 -1.5608 0.4401 -0.53
C 0.3903 0.5717 0.0587 -0.31
C 1.7615 0.8865 -0.6690 -0.73
S 2.6243 2.3673 -0.0780 -0.76
H -0.3743 -0.8738 -1.3669 0.21
H 0.8929 -1.4619 -0.2998 0.28
H -0.3684 1.3156 -0.1682 0.28
H 0.6965 0.7505 1.0913 0.25
H 2.3608 -0.0138 -0.5131 0.20
H 1.5581 0.9664 -1.7453 0.24
H -1.7629 -1.0085 0.6734 0.41
H -3.4896 -0.9716 1.6419 0.12
O -3.3042 -0.1153 1.2646 -1.17

---

No. 3
57
Properties=species:S:1:pos:R:3:mulliken_charge:R:1 method="wB97M-V/def2-TZVPD" e_lumo_ev=3.34 energy_ha=-3845.5933 gap_ha=0.1353 total_charge=-2
Cu 1.2382 0.3332 -0.7128 0.62
C 3.8157 -0.6980 -2.7591 -0.64
O 3.1370 -1.0601 -1.5494 -0.81
H 3.2126 -1.0983 -3.5740 0.20
H 3.9416 0.3775 -2.8837 0.06
H 4.8072 -1.1484 -2.8069 0.26
C 1.6556 0.9677 2.6560 -0.87
O 2.1856 0.4171 1.4724 -0.70
H 1.9544 0.5199 3.6038 0.31
H 1.6773 2.0430 2.8336 0.26
H 0.5762 0.8430 2.7421 0.13
O -0.4315 1.0736 -1.9900 -0.81
H -1.2694 0.6469 -2.2552 -0.03
Cl 0.6339 4.4504 0.7134 -0.25
C -0.7545 3.3050 0.4587 0.14
C -1.8669 3.5402 1.4829 -0.55
Cl -2.7049 5.1361 1.3144 -0.26
H -0.4128 2.2796 0.5999 -0.20
H -1.1549 3.2573 -0.5540 0.35
H -1.4194 3.4732 2.4746 0.35
H -2.6130 2.7464 1.4462 0.34
C 1.6795 5.2186 -3.8246 -1.31
C 1.4639 4.0639 -2.8022 -0.10
C 2.2231 2.8141 -3.1591 0.55
C 1.8614 2.1512 -4.4705 0.23
N 1.6285 1.5870 -5.3929 -0.56
H 2.6380 5.6662 -3.5620 0.31
H 0.8616 5.9377 -3.8713 0.37
H 1.7705 4.8240 -4.8366 0.31
H 0.3909 3.8765 -2.7612 0.18
H 1.6640 4.4110 -1.7885 0.25
H 2.1782 2.1261 -2.3149 -0.55
H 3.2690 3.1172 -3.2059 0.40
C -4.6739 -1.4248 0.5287 -0.59
C -5.1977 -2.0599 1.6218 -0.41
C -4.3493 -2.7659 2.4852 -0.62
C -2.9655 -2.9326 2.2028 0.17
C -2.4306 -2.1842 1.1233 0.34
C -3.2744 -1.4114 0.3204 -0.29
C -0.9130 -2.1447 0.8450 0.08
O -0.3308 -1.3271 0.1236 -0.46
C -0.1641 -3.2928 1.4055 0.61
C 1.1105 -3.5638 0.8109 -0.80
C 1.9449 -4.5067 1.3490 -0.61
C 1.4133 -5.3592 2.3277 -0.35
C 0.1733 -5.1578 2.8769 -0.49
C -0.6405 -4.1183 2.4344 0.32
C -2.0373 -3.8400 2.9976 0.26
O -2.4891 -4.4756 3.9160 -0.68
H -5.3993 -0.9432 -0.1103 0.39
H -6.2563 -1.9713 1.8162 0.38
H -4.7993 -3.3097 3.3026 0.42
H -2.8885 -0.8349 -0.5073 0.58
H 1.5285 -2.8739 0.0927 0.56
H 2.9472 -4.5916 0.9559 0.46
H 1.9427 -6.1999 2.7513 0.35
H -0.0874 -5.9095 3.6072 0.40

---

No. 4
132
Properties=species:S:1:pos:R:3:mulliken_charge:R:1 method="wB97M-V/def2-TZVPD" e_lumo_ev=-0.09 energy_ha=-8961.2493 gap_ha=0.2749
C 3.8137 -3.1380 4.8403 -0.67
C 3.5602 -3.9358 3.6942 -0.05
C 2.0911 -4.1391 3.0364 -0.88
C 1.9199 -2.9648 1.9546 0.63
C 0.9162 -1.7797 2.1827 -0.93
C 0.7928 -0.6179 1.1428 0.65
C -0.2568 0.5436 1.4780 -0.92
S 0.2177 1.2830 3.1380 1.03
O 1.7355 1.4350 3.0956 -0.58
O -0.1422 0.3937 4.3027 -0.64
C 1.6770 -0.6288 -0.1490 0.13
C 2.6465 -1.8000 -0.4379 0.45
C 2.7410 -2.9486 0.6355 -0.70
N 3.5063 -1.9614 -1.6273 -0.07
C 4.0402 -0.6834 -2.1379 0.08
C 5.5025 -0.7371 -2.7178 -0.40
C 6.2474 0.4816 -3.3101 -0.71
C 5.5194 1.8532 -3.2911 -0.55
C 4.0710 1.9212 -2.6877 0.42
C 3.4079 3.4004 -2.6644 -0.64
C 4.1733 4.1729 -1.4463 -0.80
C 3.3586 5.4310 -0.8889 0.50
F 1.9393 5.2368 -0.8745 -0.15
Br 3.7413 7.1035 -1.8970 -0.07
C 3.8809 5.6767 0.6498 0.30
F 3.0556 5.0180 1.6013 -0.13
F 5.2140 5.1638 0.8494 -0.24
Br 4.0278 7.6254 1.1426 -0.13
C 3.3251 0.6898 -2.1249 0.10
S 1.6091 0.7582 -1.4017 -0.37
H 3.1060 -2.2778 5.0969 0.20
H 4.7008 -3.3115 5.5519 0.25
H 4.4485 -4.4637 3.2147 0.28
H 1.3505 -3.9443 3.8865 0.33
H 2.0232 -5.1841 2.5888 0.33
H 0.2960 -1.8295 3.1470 0.14
H -0.2994 1.3377 0.6585 0.49
H -1.3336 0.1416 1.5950 0.29
H -0.4238 2.5170 3.3696 0.12
H 3.4504 -3.8444 0.4719 0.21
H 4.3475 -2.4642 -1.2689 0.32
H 6.0589 -1.7416 -2.7028 0.35
H 7.3090 0.3963 -3.7144 0.33
H 6.0473 2.7687 -3.7090 0.33
H 2.2832 3.3746 -2.4858 0.30
H 3.6417 3.9216 -3.6634 0.38
H 4.1995 3.3962 -0.5869 0.33
H 5.2643 4.3870 -1.7019 0.41
C 3.2763 4.0650 7.8359 0.12
O 3.1161 5.0045 8.5935 -0.59
N 2.6489 3.9038 6.6362 0.15
C 2.8912 2.7544 5.7851 -0.75
C 1.7086 4.9147 6.1969 -0.98
H 3.9691 3.2420 8.0749 0.26
H 3.2745 3.0998 4.8220 0.27
H 1.9508 2.2201 5.6324 0.25
H 3.6179 2.0775 6.2377 0.26
H 2.2233 5.8763 6.1263 0.31
H 0.9054 5.0011 6.9332 0.32
H 1.2893 4.6506 5.2250 0.32
C -1.7173 -2.6694 -0.3677 -0.06
O -1.8137 -1.5153 -0.7548 -0.58
N -1.2098 -3.7035 -1.0912 0.45
C -1.1295 -5.0475 -0.5595 -1.01
C -0.7331 -3.4517 -2.4403 -0.74
H -2.0492 -2.9689 0.6399 0.37
H -0.0840 -5.3671 -0.5549 0.33
H -1.7129 -5.7182 -1.1961 0.35
H -1.5210 -5.0904 0.4586 0.30
H 0.0668 -2.7059 -2.4029 0.17
H -1.5500 -3.0569 -3.0361 0.18
H -0.3587 -4.3690 -2.8918 0.37
C -3.0767 4.1928 0.5869 0.07
O -4.0144 3.9045 1.3094 -0.62
N -2.2679 5.2788 0.7396 0.20
C -1.1689 5.5529 -0.1652 -1.03
C -2.5145 6.1886 1.8416 -0.95
H -2.8028 3.5692 -0.2794 0.33
H -0.2360 5.5688 0.4034 0.38
H -1.3275 6.5278 -0.6334 0.36
H -1.1007 4.7900 -0.9425 0.28
H -2.4392 5.6392 2.7834 0.29
H -3.5257 6.5932 1.7525 0.29
H -1.7908 7.0044 1.8339 0.39
C 7.1200 -4.2696 -2.9010 0.01
O 6.3928 -3.5491 -2.2373 -0.59
N 6.7734 -4.8695 -4.0723 0.13
C 7.6929 -5.7145 -4.8074 -0.94
C 5.4391 -4.6556 -4.6020 -0.88
H 8.1513 -4.4957 -2.5875 0.30
H 7.8482 -5.2909 -5.8029 0.34
H 7.2617 -6.7145 -4.9003 0.34
H 8.6539 -5.7859 -4.2956 0.29
H 5.2875 -3.5865 -4.7698 0.27
H 4.7041 -5.0027 -3.8717 0.29
H 5.3083 -5.1964 -5.5398 0.37
C -3.0797 -4.5579 -4.9285 0.07
O -2.0031 -4.1276 -4.5505 -0.62
N -4.1422 -3.7927 -5.3018 0.16
C -5.3970 -4.3724 -5.7397 -0.82
C -4.0127 -2.3489 -5.2588 -0.79
H -3.2793 -5.6394 -4.9962 0.30
H -5.6070 -4.0392 -6.7592 0.32
H -6.1964 -4.0362 -5.0751 0.25
H -5.3518 -5.4628 -5.7221 0.29
H -3.1922 -2.0441 -5.9136 0.36
H -3.7780 -2.0428 -4.2366 -0.05
H -4.9377 -1.8711 -5.5824 0.46
C -6.3324 -1.2540 -3.3889 -0.06
O -7.0278 -1.5544 -4.3438 -0.63
N -6.6484 -1.4744 -2.0821 0.17
C -5.7652 -1.0870 -0.9992 -1.02
C -7.9088 -2.1171 -1.7642 -0.97
H -5.3566 -0.7614 -3.5188 0.47
H -5.4924 -1.9766 -0.4258 0.33
H -6.2872 -0.3802 -0.3488 0.34
H -4.8576 -0.6171 -1.3822 0.37
H -7.9383 -3.1017 -2.2376 0.27
H -8.7287 -1.5134 -2.1610 0.31
H -8.0218 -2.2253 -0.6849 0.40
C -7.7133 1.2865 3.3662 0.29
O -8.4728 0.4937 3.8924 -0.61
N -7.1295 2.3505 3.9872 0.16
C -6.2330 3.2529 3.2909 -0.92
C -7.4148 2.5867 5.3887 -0.97
H -7.4304 1.1980 2.3047 0.14
H -5.2584 3.2373 3.7847 0.34
H -6.6453 4.2647 3.3293 0.33
H -6.1095 2.9570 2.2489 0.28
H -7.1103 1.7118 5.9686 0.31
H -8.4904 2.7334 5.5155 0.29
H -6.8796 3.4677 5.7450 0.38